Record 1
ORCA calculation (wB97M-V/def2-TZVPD) on a single C2H3IN2 molecule in a non-equilibrium geometry.

Calculated values
LUMO level	-0.27	eV
ΔE to the lowest compared entry with this formula, charge and spin	67.7	kJ/mol

XYZ file:
```
8
Properties=species:S:1:pos:R:3:forces:R:3
C 0.015212 0.182269 -0.541739 0.46 0.17 -0.12
C -0.400155 0.046004 0.916822 0.21 -2.20 -1.47
N 1.032650 -0.487952 -0.985782 2.05 -1.04 -0.20
N 1.985851 -1.120493 -1.236134 -2.98 1.88 0.49
I -1.085634 1.502118 -1.752594 0.47 -0.43 0.08
H -0.344370 0.959591 1.475426 0.42 0.35 0.36
H 0.258722 -0.820749 1.262994 -1.11 1.35 0.33
H -1.462276 -0.260788 0.861007 0.49 -0.07 0.54
```
Positions in Å, forces in eV/Å.

Record 2
ORCA calculation (wB97M-V/def2-TZVPD) on 2 unconnected molecules or ions with the total composition C2H3IN2O in a non-equilibrium geometry.

Calculated values
LUMO level	0.57	eV
SMILES string	c1nnco1.I
ΔE to the lowest compared entry with this formula, charge and spin	150.2	kJ/mol

XYZ file:
```
9
Properties=species:S:1:pos:R:3:forces:R:3
C 1.050032 0.675924 -0.057371 -2.53 1.76 -1.04
N 0.188783 -0.297588 -0.087647 4.38 -0.70 0.39
N -0.976192 0.217913 -0.217106 -5.43 0.41 -0.24
C -0.945664 1.502923 -0.297356 2.18 -1.24 0.81
O 0.345853 1.895613 -0.242761 1.27 -0.74 0.69
H 2.109444 0.728650 -0.033734 0.50 -0.12 0.09
H -1.738225 2.162884 -0.042530 -0.39 0.58 -0.64
I -0.341050 -4.155795 0.808590 0.19 1.50 -0.05
H -0.125527 -2.468273 0.714878 -0.17 -1.44 -0.02
```
Positions in Å, forces in eV/Å.